ORCA calculation (wB97M-V/def2-TZVPD) on a structure of composition C48H44GdN6P2.

Last column: Löwdin spin population.
Geometry (Å):
1 Gd 0.758 0.740 0.169  7.30
2 P -2.047 0.636 0.166  -0.09
3 P 0.907 -2.087 0.049  -0.05
4 N 1.637 2.746 -0.760  -0.02
5 N -1.837 -2.030 -0.419  0.00
6 N 3.186 -0.081 3.845  0.00
7 N 1.660 0.438 2.342  -0.02
8 N 3.517 0.862 0.240  0.00
9 N 3.149 4.295 -1.207  0.00
10 C 4.046 0.563 1.591  0.00
11 C 2.954 0.316 2.586  0.00
12 C -1.992 0.699 -3.872  0.00
13 C -0.354 0.030 3.837  0.00
14 C -0.797 -2.837 0.182  -0.02
15 C 0.280 -0.761 6.048  0.00
16 C 0.232 6.364 -2.199  0.00
17 C -1.735 -3.246 -2.520  0.00
18 C -2.527 -1.124 0.473  -0.02
19 C -4.266 3.258 3.178  0.00
20 C -2.473 1.017 -1.527  -0.01
21 C -2.292 2.768 1.904  0.00
22 C -3.705 -1.958 -2.011  0.00
23 C 3.309 -3.085 1.006  -0.01
24 C 1.466 -3.164 2.560  -0.01
25 C 1.874 -3.849 -1.895  0.00
26 C -3.028 1.570 -4.190  -0.01
27 C 2.313 -3.683 3.530  0.00
28 C -3.547 -3.144 -4.108  0.00
29 C -0.735 5.383 -1.917  0.00
30 C -1.715 0.426 -2.543  0.00
31 C -0.383 4.138 -1.436  0.00
32 C 1.629 -0.683 5.761  0.00
33 C 1.545 -2.528 -1.574  0.00
34 C -2.290 -3.603 -3.736  0.00
35 C 2.380 -3.183 -4.152  0.00
36 C 1.914 4.873 -1.519  0.00
37 C -2.923 1.662 1.337  -0.01
38 C 2.285 -4.171 -3.177  0.00
39 C -3.512 1.887 -1.851  -0.01
40 C 1.662 -1.547 -2.556  0.00
41 C 0.973 3.896 -1.237  0.00
42 C -0.698 -0.403 5.102  0.00
43 C 3.654 -3.891 3.245  -0.01
44 C 1.958 -2.867 1.288  -0.01
45 C -2.443 -2.427 -1.637  0.00
46 C -4.907 2.161 2.616  0.00
47 C 2.926 3.048 -0.773  0.00
48 C 4.153 -3.591 1.983  0.00
49 C 4.028 2.110 -0.377  0.00
50 C 1.957 -0.248 4.484  0.00
51 C -4.243 1.365 1.698  0.00
52 C -2.959 3.565 2.821  0.00
53 C 1.578 6.130 -2.008  0.00
54 C -4.245 -2.322 -3.234  0.00
55 C 1.005 0.090 3.533  0.00
56 C -3.784 2.159 -3.185  0.00
57 C 2.074 -1.865 -3.845  0.00
58 H -0.748 -3.609 -2.281  0.00
59 H -3.251 1.786 -5.226  0.00
60 H 1.813 -4.630 -1.145  0.00
61 H 2.319 6.885 -2.226  0.00
62 H 0.426 -3.003 2.816  0.00
63 H -4.764 0.520 1.264  0.00
64 H 4.626 1.870 -1.261  0.00
65 H 5.191 -3.784 1.749  0.00
66 H 4.310 -4.307 3.999  0.00
67 H 4.053 4.733 -1.307  0.00
68 H -5.928 1.930 2.889  0.00
69 H 4.692 -0.318 1.557  0.00
70 H -1.740 -0.451 5.386  0.00
71 H 2.377 -0.946 6.495  0.00
72 H -1.145 3.390 -1.251  0.00
73 H -3.610 -1.193 0.368  -0.01
74 H -0.033 -1.094 7.027  0.00
75 H 4.668 1.388 1.948  0.00
76 H 3.698 -2.904 0.010  0.00
77 H -1.778 5.611 -2.087  0.00
78 H -0.943 -0.311 -2.316  0.00
79 H -4.294 -1.312 -1.380  0.00
80 H -1.006 -2.997 1.242  0.00
81 H 3.787 0.090 -0.365  0.00
82 H 2.160 -1.095 -4.598  0.00
83 H -4.099 2.362 -1.074  0.00
84 H -3.974 -3.421 -5.060  0.00
85 H -4.790 3.877 3.893  0.00
86 H -0.749 -3.824 -0.284  0.00
87 H -4.594 2.827 -3.442  0.00
88 H -5.231 -1.964 -3.497  0.00
89 H 1.916 -3.936 4.504  0.00
90 H -2.304 -1.350 1.520  0.00
91 H -1.271 3.041 1.631  0.00
92 H 4.096 -0.245 4.249  0.00
93 H 2.704 -3.442 -5.150  0.00
94 H -1.732 -4.252 -4.398  0.00
95 H 4.703 2.626 0.312  0.00
96 H 1.422 -0.498 -2.355  0.00
97 H -0.088 7.322 -2.581  0.00
98 H -2.462 4.420 3.256  0.00
99 H -1.412 0.233 -4.656  0.00
100 H -1.123 0.353 3.143  0.00
101 H 2.534 -5.194 -3.423  0.00

**HOMO (spin up / spin down)**: -14.6 / -14.6 eV
**Net charge**: +3
**Kohn-Sham gap (spin up / spin down)**: 4.49 / 7.00 eV
**2S+1**: 8
**<S²>**: 16.030
**Molar mass**: 924.12 g mol⁻¹
**E_LUMO (spin up / spin down)**: -10.0664 / -7.5748 eV